Record 1
Entry from the OMol25 dataset: a structure of composition C17H28NO2P2PdSe in a non-equilibrium geometry (ωB97M-V/def2-TZVPD).

```
! RIJCOSX wB97M-V def2-TZVPD def2/J DEFGRID3
* xyz 1 3
Pd 0.1118 -0.6331 0.3953
P 1.5391 1.1996 0.6505
C 2.9344 0.8989 -0.5263
C 2.4906 0.0146 -1.6538
N 1.4196 -0.7811 -1.4767
C 1.1310 -1.7992 -2.3087
C 1.9839 -2.1159 -3.3675
C 3.1184 -1.3191 -3.5674
C 3.3277 -0.2041 -2.7529
C -0.1990 -2.4823 -2.1195
P -1.3516 -1.3449 -1.2170
H 4.2123 0.4292 -2.8219
H 1.7291 -2.9676 -4.0083
H 3.8643 -1.5961 -4.3175
H -0.6651 -2.7058 -3.0869
H -0.1659 -3.4023 -1.5234
H 3.6238 1.6837 -0.7861
H 3.6022 0.3046 0.0971
H 0.0811 4.5302 -4.2475
O 0.9691 4.5539 -3.9032
H 1.5178 4.8992 -4.6205
H -2.5466 2.4160 -1.1460
O -3.0710 3.1952 -1.0011
H -3.8721 3.0470 -1.5304
C -2.1350 -0.3811 -2.5138
H -2.4777 -1.0422 -3.3165
H -2.9945 0.1488 -2.0935
H -1.4428 0.3602 -2.9163
C -2.6818 -2.3696 -0.5545
H -3.4281 -1.6879 -0.1073
H -3.1631 -2.9573 -1.3557
H -2.2826 -3.0315 0.2317
C 2.5505 0.8488 2.1101
H 3.4475 1.4652 2.0038
H 2.0779 1.0409 3.0820
H 2.8337 -0.2097 2.0559
C 0.9329 2.9225 0.7784
H 0.3934 3.0598 1.7258
H 1.7990 3.5861 0.7420
H 0.2506 3.1916 -0.0377
Se 0.1130 -2.4513 2.0626
C -0.9048 -1.5610 3.3530
C -0.2612 -0.8407 4.3735
C -1.0114 -0.1485 5.3139
C -2.4154 -0.1748 5.2495
C -3.0602 -0.8821 4.2198
C -2.3089 -1.5785 3.2801
H 0.8228 -0.8638 4.4115
H -0.5034 0.4242 6.0911
H -3.0047 0.3442 6.0117
H -4.1496 -0.8780 4.1465
H -2.7813 -2.1549 2.4925
*
```

Output
DFT total energy = -111066.5685 eV
HOMO-LUMO gap (alpha / beta) = 0.28602 / 0.20881 Eh
energy above the lowest of the compared OMol25 structures with the same formula, charge and spin = 0.000 eV
⟨S²⟩ = 2.01

Mulliken population analysis, charges in e, atoms 1 to 2:
1 Pd -0.530
2 P 1.249

Record 2
Entry from the OMol25 dataset: an isolated molecule of C17H28NO5P in a non-equilibrium geometry (ωB97M-V/def2-TZVPD).

```
! RIJCOSX wB97M-V def2-TZVPD def2/J DEFGRID3
* xyz 0 1
C -2.8892 1.1475 -0.1045
C -2.7894 1.7535 1.2607
O -1.6874 1.1172 1.9846
C -1.9057 -0.0976 2.5293
O -2.9042 -0.4188 3.1518
C -0.7136 -1.0309 2.3358
C -1.1972 -2.4351 2.0495
C -1.1897 -2.9905 0.6196
C -0.9932 -4.3537 0.3741
C -1.1944 -4.9088 -0.8930
C -1.7269 -4.1345 -1.9250
C -2.1019 -2.8116 -1.6466
C -1.8307 -2.2511 -0.3877
N -0.7499 -3.3026 3.0956
C -1.3728 -3.1742 4.3882
C 0.2634 -4.3042 2.9949
P 0.6879 -0.1507 1.5051
O 0.5199 0.0994 0.0517
O 1.0490 1.1281 2.4047
C 0.9984 2.5116 1.9453
C 2.2466 3.2695 2.3291
O 1.8819 -1.0924 1.9680
C 2.5180 -1.9867 1.0215
C 3.7383 -2.5458 1.7196
H -3.3728 1.8207 -0.8100
H -1.8911 0.9191 -0.4882
H -3.5175 0.2544 -0.0771
H -3.7041 1.6565 1.8475
H -2.5178 2.8074 1.2235
H -0.2544 -1.0532 3.3383
H -2.2742 -2.3882 2.2692
H -0.6967 -5.0358 1.1617
H -0.9504 -5.9609 -1.0539
H -1.9198 -4.5732 -2.9071
H -2.6162 -2.2126 -2.4040
H -2.1410 -1.2283 -0.1647
H -0.5760 -3.2133 5.1461
H -1.9423 -2.2344 4.4237
H -2.0533 -4.0172 4.6018
H 0.8671 -4.2675 3.9137
H -0.1666 -5.3219 2.9827
H 0.9004 -4.1789 2.1081
H 0.1128 2.9822 2.3905
H 0.8932 2.5112 0.8533
H 2.1585 4.2925 1.9558
H 2.3744 3.3144 3.4107
H 3.1451 2.8269 1.8951
H 1.7995 -2.7746 0.7369
H 2.7914 -1.3989 0.1278
H 4.1212 -3.3837 1.1293
H 4.5056 -1.7647 1.7822
H 3.5088 -2.8896 2.7368
*
```

Output
DFT total energy = -39100.7131 eV
HOMO-LUMO gap = 0.31693 Eh
SMILES = CCOC(=O)[C@@H]([C@@H](c1ccccc1)N(C)C)P(=O)(OCC)OCC
energy above the lowest of the compared OMol25 structures with the same formula, charge and spin = 0.000 eV

Mulliken population analysis, charges in e, atoms 1 to 2:
1 C -1.133
2 C -0.381

Record 3
Entry from the OMol25 dataset: the ion C17H29BrNO2 with charge +1 (ωB97M-V/def2-TZVPD).

```
! RIJCOSX wB97M-V def2-TZVPD def2/J DEFGRID3
* xyz 1 1
C -4.6652 -1.7259 -2.1795
C -3.2527 -1.1587 -2.1032
C -2.4413 -1.8590 -1.0103
C -0.9839 -1.3968 -0.9232
N -0.7046 -0.4100 0.1608
C -1.5284 0.8188 0.0469
C -0.9637 1.9851 0.8507
C -1.6803 3.2870 0.4848
C -1.1302 4.4625 1.2819
C -0.7437 -1.0325 1.5059
C 0.6354 -1.5431 1.9525
O 1.0641 -2.4974 1.0101
C 1.6650 -0.3964 2.0930
O 1.9641 0.1591 0.8270
C 3.1505 -0.0969 0.1783
C 4.2991 -0.6430 0.7307
C 5.4385 -0.8012 -0.0432
C 5.4547 -0.4187 -1.3715
C 4.3178 0.1313 -1.9396
C 3.1876 0.2818 -1.1650
Br 1.6148 1.0317 -1.9254
H -5.2284 -1.2303 -2.9646
H -5.1916 -1.5806 -1.2389
H -4.6405 -2.7903 -2.3978
H -3.3111 -0.0862 -1.9155
H -2.7559 -1.3028 -3.0637
H -2.4472 -2.9279 -1.2282
H -2.9485 -1.7316 -0.0528
H -0.6896 -0.9342 -1.8670
H -0.3248 -2.2453 -0.7366
H 0.2749 -0.0975 0.0164
H -2.5500 0.5951 0.3561
H -1.5285 1.1017 -1.0069
H -1.0749 1.8205 1.9238
H 0.0983 2.0979 0.6280
H -1.5500 3.4801 -0.5807
H -2.7489 3.1830 0.6801
H -1.2689 4.3060 2.3490
H -0.0689 4.5936 1.0864
H -1.6433 5.3779 1.0033
H -1.4348 -1.8766 1.4851
H -1.0994 -0.3062 2.2353
H 0.5055 -1.9980 2.9456
H 1.8129 -2.9992 1.3496
H 1.2446 0.4075 2.7043
H 2.5600 -0.7701 2.5923
H 4.3351 -0.9375 1.7678
H 6.3218 -1.2240 0.4082
H 6.3448 -0.5415 -1.9663
H 4.3097 0.4389 -2.9739
*
```

Output
DFT total energy = -93721.3744 eV
HOMO-LUMO gap = 0.35145 Eh
SMILES = CCCC[NH+](CCCC)C[C@@H](O)COc1ccccc1Br
energy above the lowest of the compared OMol25 structures with the same formula, charge and spin = 0.112 eV

Mulliken population analysis, charges in e, atoms 1 to 2:
1 C -1.446
2 C -0.175